(1)
# C36H66O36

A cluster of 12 separate species, C36H66O36 in total (ωB97M-V with the def2-TZVPD basis set, OMol25).

```
138
C36H66O36 ωB97M-V with the def2-TZVPD basis set
O 4.2147 -3.6590 4.7824
C -6.6542 -7.3023 -2.8967
H -3.9531 7.6847 -4.8389
C 9.4568 6.4543 -0.8794
H -8.7611 -9.6682 -2.5754
O -3.3784 -6.1193 3.9924
H -2.6306 8.8730 -4.9912
C -7.7398 4.2481 0.0827
C -5.6081 1.4110 -6.5743
H 10.5396 6.5231 -0.9837
H -4.8967 -5.5653 -3.6661
H -1.1933 1.4817 4.1660
H -2.6147 2.3506 3.9904
H -3.8402 9.0556 -3.7005
H -1.5266 -6.9787 1.8579
O 8.9392 -2.0500 -1.0752
C 4.8738 -4.6642 5.0356
H 0.8704 -2.3737 0.8594
C 8.3846 -3.2867 -1.3674
C -2.5427 -7.2427 2.1511
H 7.4918 -4.3359 6.4829
H -10.4946 3.5392 -0.3936
H 2.7958 -7.1803 5.0945
H -7.1872 -9.9000 -1.8750
H -3.1610 0.1705 -8.4461
H -8.1401 -8.6511 -1.1450
H -7.5727 2.4682 -4.7997
H -4.0843 -0.5463 -7.1679
H -5.1004 4.7848 0.5657
O -2.6853 -7.4609 5.7202
H 7.0654 0.5211 2.8401
O -0.9217 -2.0881 -2.6278
O -6.3723 0.5155 -6.6138
C -1.5714 2.4988 4.2690
C -2.8486 -7.1559 4.4805
C -3.3012 -6.0311 2.5905
H 0.9955 0.5033 0.0732
C 0.3735 -0.3902 0.1260
O -2.4835 7.5429 -3.3800
C -5.9022 -5.5572 -4.0869
H 10.5495 4.2513 4.2989
H 6.5348 1.0614 4.4115
O 7.7538 3.4035 -1.2295
O 1.0139 4.2318 2.4985
H -4.5732 3.4147 -0.3533
H 9.7863 5.8074 3.9089
O 9.0407 1.9538 4.5201
O 6.7324 5.4537 -0.7982
O -7.8839 5.2001 -0.5827
H -0.2529 -0.5478 1.0040
H -5.6787 -2.4186 -0.8450
H 2.0156 5.2558 5.0982
H -7.4774 3.8901 -5.7621
O -0.9525 6.1084 -2.8525
H 2.2639 3.9998 6.1890
C -7.2731 2.8197 -5.7870
H 9.1043 7.1149 -1.6716
C 1.1166 -1.7199 0.0227
C -4.0959 0.2667 -7.8939
H -1.5992 2.6926 5.3412
H 2.9840 3.8041 4.6032
C 0.1368 5.2413 -3.1256
O -8.0427 -1.2830 0.9511
O 9.0030 -4.2020 -2.0149
H -0.0631 4.6016 -3.9851
H -5.9629 -0.7259 -0.8931
H 7.4658 -5.3553 -0.3362
C 9.6415 4.8456 4.4009
O 0.9177 3.5061 4.6993
O 8.6140 4.1632 3.5791
O -8.6542 3.4688 0.6003
O 7.2574 -3.3991 -0.7921
O -0.5426 -0.5825 -0.8732
H 6.4446 2.6387 -2.6285
C -6.3663 -1.6530 -0.4857
H 0.5048 4.7348 -2.2333
O -6.5652 3.6226 0.3160
C -7.9360 -9.1399 -2.0977
O 4.3416 -5.9054 5.1309
C 6.4959 1.2991 3.3484
H 5.6843 3.4263 -1.4125
H 6.1832 -5.0393 -1.5071
C 2.0994 4.1694 5.1249
O -7.3972 -8.3850 -3.1453
O 6.2597 -4.7701 5.0783
C 2.9674 -6.1041 5.0731
O -2.6468 -7.9885 3.4292
H 10.8569 -2.4957 -1.8093
H -4.8208 0.0681 -8.6833
H 10.6331 -1.0270 -0.8062
H 2.6751 -5.7879 4.0717
H -6.1899 -2.3447 1.5255
C -1.4843 6.7957 -3.8122
C 10.1901 -1.6678 -1.5685
H -6.5666 -4.7571 -3.7605
C 8.4218 2.8279 3.8454
C -0.3292 -1.7696 -1.6217
C -10.0367 3.8851 0.5331
H -2.8613 -5.0592 2.3670
O 9.0025 5.1388 -1.0270
O -6.5274 -6.7423 -4.0439
H -10.4824 3.2742 1.3181
H -5.5745 4.7272 -1.1409
H -5.8194 -5.2660 -5.1340
C -8.5865 -1.4804 -0.3081
C 6.5423 2.7683 -1.5507
C 6.9741 -3.7372 5.7335
O -1.1609 6.6384 -4.9798
C 0.3927 3.8193 3.4774
O -4.3813 1.3836 -7.0806
H 10.0240 -1.1583 -2.5177
C 7.7795 4.7529 -0.9831
H -4.3069 -6.0896 2.1744
O -5.8842 2.6212 -6.0024
H 9.1101 6.8823 0.0612
O -6.3513 -6.8735 -1.7785
H -10.2601 4.9468 0.6377
C 6.7058 -4.6354 -0.6400
H -6.0862 -0.6283 1.2876
C -5.3939 4.1247 -0.2506
H 5.9696 -4.5944 0.1629
C -6.6135 -1.5209 0.9509
H 2.1372 -1.4090 0.2459
H 5.4428 1.2759 3.0682
H 7.6898 -3.1941 5.1163
H 1.0496 5.7362 -3.4572
H -3.0562 -7.7960 1.3648
H 9.5910 4.9834 5.4810
O -7.6314 -1.9904 -1.0672
H 6.4184 -3.0567 6.3786
O -0.8541 3.2583 3.2598
C -3.2725 8.3372 -4.2919
O -9.7872 -1.5858 -0.5726
O 0.7252 -2.3641 -1.1808
H -7.9639 2.4746 -6.5563
O 7.1424 2.5594 3.3158
H 2.4690 -5.6752 5.9424
H 6.5551 1.7796 -1.0920
```

## Properties
- calculated total energy (eV) = -112103.373
- relative energy (zero: lowest compared OMol25 entry of this formula, charge and spin) (kcal/mol) = 156.3
- multiplicity = 1
- charge = 0
- structure (SMILES) = COC(=O)OC.COC(=O)OC.COC(=O)OC.COC(=O)OC.COC(=O)OC.COC(=O)OC.COC(=O)OC.COC(=O)OC.COC(=O)OC.O=C1OCCO1.O=C1OCCO1.O=C1OCCO1
- M (g/mol) = 1074.89
- HOMO-LUMO gap (hartree) = 0.3650
- maximum force (hartree/bohr) = 0.1334

(2)
# C36H67N5O2S3SbSn

A structure of composition C36H67N5O2S3SbSn (ωB97M-V with the def2-TZVPD basis set, OMol25).

```
115
C36H67N5O2S3SbSn ωB97M-V with the def2-TZVPD basis set
H -0.0530 1.0853 3.0363
H 3.5336 2.9969 -1.3141
H -6.0678 1.3432 -2.4793
H 1.8679 -3.8902 3.4277
Sb 2.4784 1.4066 1.2293
H 5.0086 3.6242 0.6502
H 4.1975 5.1263 1.0554
H -7.0227 -3.1050 -0.0731
H 1.7890 3.3028 -1.2019
C 2.2685 -0.0450 3.9046
Sn -0.3951 -0.5363 -0.1150
H 2.7342 2.2108 5.2628
C 2.7711 3.6017 -0.8218
H 3.4280 -1.3914 0.2138
H -2.3997 -4.0977 3.2946
H -5.5882 -1.5206 -1.1916
H 0.8912 -2.9634 -1.1037
H 1.7873 -2.3686 1.4950
C -0.1593 -0.9769 -5.0695
H -4.0184 -3.8774 2.0126
C -1.4013 2.8835 -0.9176
H 6.3783 0.1879 1.7918
C -1.8861 2.9454 -2.3622
N -0.2707 -2.4157 1.3062
C -4.9737 -2.7652 0.4552
H 1.7100 4.3970 2.3650
H -5.6857 3.7286 0.7966
H 5.7597 1.8296 1.9125
C 4.9123 0.7688 -0.4664
C 4.4157 0.4121 0.9336
C 0.8739 -2.7799 1.9051
C -2.6520 -2.5550 1.0126
C 4.1707 4.0427 1.2060
C -5.0274 3.0042 0.3140
C -3.6303 3.1690 0.8923
H -0.6765 -2.9952 -1.4839
C -0.2825 -4.0952 3.5242
H -3.3148 -0.5318 -1.4742
H 2.4943 -1.7540 -2.3171
S -5.1758 3.3177 -1.4612
H 0.5403 -1.5717 -6.9833
C 2.9845 2.3166 4.2024
C 0.6206 1.7720 3.5634
H -1.0207 -0.8532 -3.1755
C -3.8857 -3.1281 1.2461
C 1.6850 4.3389 1.2801
H 0.1731 -4.4293 5.5657
H -4.4106 0.6847 -3.9836
H 3.8183 -1.4334 1.9507
C 1.7760 -0.1538 -3.5664
C -6.3056 -3.4278 0.6870
H -3.2395 4.1661 0.6875
H 5.1524 0.5719 2.9871
H -0.3780 -2.7374 -6.2593
H 1.7657 5.3630 0.9027
H 5.2053 1.8130 -0.5491
C -1.4675 -3.7272 2.8981
S -2.3687 1.3403 -3.0659
C 1.8875 -1.6338 -3.2189
H 1.6746 -0.7626 3.3335
H -1.0995 3.3727 -2.9871
O -1.6239 -5.3271 5.0241
C 0.9143 -3.6226 2.9923
N -2.4732 -1.6539 0.0292
H -6.8541 -5.2956 0.8947
H 2.4670 -2.1387 -3.9991
H 4.0416 2.0777 4.0964
C -4.7750 -1.8277 -0.5481
S -2.4158 1.9694 0.2639
C -1.4308 -2.9093 1.7848
H 0.4114 1.0314 -4.7535
H 1.8860 0.7243 -1.7109
H 1.9256 -0.0954 4.9428
H 0.4041 2.7789 3.2070
H 3.3088 -0.3671 3.8927
C 2.0898 1.3814 3.3927
H 2.8469 3.3640 3.9469
H -1.2577 3.8968 -0.5403
H 0.6461 -3.3708 -3.3952
H 5.0925 -1.6266 0.7494
H -6.6892 -3.1233 1.6677
H -1.6520 -5.9235 5.7800
O -6.0574 -4.8182 0.6377
H -1.0156 -0.5217 -5.5656
N 0.1692 -2.4355 -1.5914
C 2.8310 3.5101 0.7044
H -4.7298 0.9686 -1.3826
H -0.4222 2.3955 -0.8632
C -4.1470 1.5589 -3.3845
H 5.7939 0.1665 -0.7068
H 0.7096 3.9525 0.9832
C -3.5137 -1.2882 -0.7220
H 0.3595 1.7343 4.6256
H 2.7836 0.2196 -3.7713
H -2.7584 3.5926 -2.4369
C -0.2936 -4.9793 4.7386
C -5.0654 1.6421 -2.1702
H 2.9321 4.6393 -1.1298
H -5.4346 2.0171 0.5349
H -3.6542 3.0404 1.9749
N 1.1769 0.5504 -2.4235
C 4.1634 -1.0935 0.9737
C 0.9270 0.0730 -4.8303
C 5.4754 0.7805 1.9693
H -1.4236 -2.3615 -3.9809
C 0.5364 -2.3438 -3.0296
H -4.2666 2.4269 -4.0332
H 0.3312 -5.8572 4.5355
H 1.5743 0.1614 -5.7061
H 4.3359 3.8598 2.2658
N 0.3301 -2.0178 -6.0844
H 1.1853 -2.4888 -5.7746
H 0.8541 1.4706 -2.7062
H 4.1615 0.5622 -1.2389
C -0.6076 -1.6601 -3.7884
```

## Properties
- calculated total energy (eV) = -94817.739
- relative energy (zero: lowest compared OMol25 entry of this formula, charge and spin) (kcal/mol) = 0.0
- multiplicity = 1
- charge = +3
- M (g/mol) = 938.64
- HOMO-LUMO gap (hartree) = 0.2389
- maximum force (hartree/bohr) = 0.0041

(3)
# C36H68F13O10P

A cluster of 8 separate species, C36H68F13O10P in total (ωB97M-V with the def2-TZVPD basis set, OMol25).

```
128
C36H68F13O10P ωB97M-V with the def2-TZVPD basis set
H 9.2276 2.5599 4.9443
O 3.1818 -1.2297 -4.9151
H -14.0392 1.8824 -4.3743
H 1.5093 -2.8910 0.0809
P 3.2145 -1.4682 -0.8863
H -12.5164 3.0944 -2.8302
C -7.9867 -2.7839 -4.4270
F 1.2397 3.7967 -3.7720
C 3.1302 1.7031 -2.5887
H 1.3380 -1.3803 1.7538
H -2.4034 -4.6035 -0.5761
H -11.1900 0.2515 -2.8746
H 1.9187 3.1367 -1.5113
O -14.3161 1.2530 -3.6983
H -1.6394 -6.2189 2.7413
C -0.9805 -5.2775 0.9020
C 5.3072 -1.4048 4.7958
H 6.7531 2.6975 7.7942
C -0.8511 -6.3264 1.9951
F -4.6583 -1.5096 -2.4901
C -6.2796 3.6539 -5.4952
C 7.7894 1.6138 6.2430
H 14.4650 0.1760 6.5512
C -8.7121 -1.4545 -4.5610
C 2.2306 -0.2650 0.0998
H 14.2240 2.6760 7.1870
H -8.5292 -3.4504 -3.7567
C -5.0679 2.7393 -5.5625
H -8.5333 0.4394 -5.5812
C 8.8381 2.6731 5.9557
H 6.3076 2.5236 5.3559
H 0.0323 -6.2438 -0.4552
H 0.1149 -6.2431 2.4928
H -5.1906 5.5062 -5.3088
H -5.3189 1.8092 -6.0736
H -11.6666 1.1544 -4.3158
H 2.7170 -3.8257 -0.8125
H 8.3992 3.6723 6.0418
H 12.6462 1.5818 5.6070
H 4.5424 -2.3657 7.2833
H -7.8749 -0.9280 -6.4938
O -8.9070 -0.8543 -3.2802
O 0.0970 -5.3812 -0.0287
H -4.2593 3.2212 -6.1199
H -6.8594 5.5879 -4.7311
C 0.8144 2.6294 -3.2146
H 2.8005 -1.6905 4.2058
C -12.8499 2.3471 -2.1041
C -12.0202 0.4586 -3.5481
C 3.2230 0.1202 -4.6561
C 7.2369 1.7262 7.6554
H 5.7035 -1.5395 3.7891
F -4.5437 0.1795 -1.1561
H -4.6977 2.5045 -4.5650
C 13.4907 2.3771 7.9415
C -4.0238 -0.3694 -2.2444
H -7.0880 3.1377 -4.9728
O -6.7982 3.9066 -6.8000
C 3.1596 -1.9018 -3.7058
O 12.0234 1.3463 6.3046
H -3.1474 -5.2295 0.9044
C 12.7701 1.1138 7.4987
H 2.6877 0.7278 0.0364
C -1.4736 0.3656 -2.6645
F -2.7096 2.2087 -1.8933
H -9.7228 -1.6298 -4.9348
H 3.5614 2.3965 -3.3197
H -6.1153 4.3631 -7.3048
O 3.2151 -3.0828 -3.6544
C -0.6557 2.8952 -2.7789
C 3.1063 0.3235 -3.1824
H 2.1217 0.1311 2.2349
H -0.9270 -7.3287 1.5639
H 4.8300 -0.4226 4.8408
F -2.2437 -0.7145 -0.7133
H -7.8785 -3.2743 -5.3952
C 4.3102 -2.5006 5.1320
C 1.7635 2.2277 -2.1044
H 13.1831 -0.9495 7.0146
F -1.3838 3.1935 -3.8670
C -2.4869 -0.6469 -2.0340
F 0.7501 1.7140 -4.2120
H 3.2243 -1.3883 6.6264
H 12.0137 0.8516 8.2416
H 9.6745 2.5982 6.6496
C -7.9882 -0.5011 -5.4967
H 8.2330 0.6254 6.1078
H 1.2032 -0.1743 -0.2781
F -1.7441 0.4732 -3.9686
H 14.0190 2.2213 8.8828
F -0.2555 -0.1994 -2.5077
O 3.3911 0.9186 -5.5097
H -6.9859 -2.6255 -4.0138
F -2.2019 -1.8342 -2.5945
H 6.1419 -1.3959 5.4976
O 3.2576 -2.5389 4.1663
H -5.6218 4.7745 -3.7579
H 6.4952 0.9487 7.8411
F -0.6529 3.9660 -1.9534
F -0.9256 1.6620 -0.7678
C -2.3254 -5.3615 0.1994
H 3.0390 -3.1425 6.7578
H 3.7928 1.6846 -1.7155
H -8.0383 -0.6834 -2.8980
H 4.7928 -3.4759 5.0441
O 6.7311 1.6604 5.2840
H -12.0431 2.1903 -1.3868
H -6.9908 -0.2757 -5.1054
H 12.7840 3.1970 8.0699
C 2.0948 -2.9318 -0.8420
C -1.4362 1.7777 -2.0055
C 2.2039 -0.7363 1.5728
H 1.3032 1.4929 -1.4462
H 14.2590 -0.2725 8.2485
H -12.3047 -0.4714 -4.0421
H -13.7146 2.7494 -1.5763
H -13.5801 0.3319 -2.0836
C -5.9717 4.9572 -4.7751
H 8.0314 1.6356 8.3974
C -13.2110 1.0526 -2.8161
H -0.8597 -4.2851 1.3431
C 13.7250 -0.0557 7.3226
C 3.7479 -2.3447 6.5361
H 1.3963 -2.9956 -1.6778
H -2.4403 -6.3411 -0.2736
C 3.0812 -0.8853 -2.5971
H 3.1077 -1.2938 1.8351
F -4.2374 0.4435 -3.2762
```

## Properties
- calculated total energy (eV) = -103526.683
- multiplicity = 1
- charge = 0
- structure (SMILES) = CCP(C)C1=C(CCC(F)(F)C(F)(F)C(F)(F)C(F)(F)C(F)(F)C(F)(F)F)C(=O)OC1=O.CC(C)O.CC(C)O.CC(C)O.CC(C)O.CC(C)O.CC(C)O.CC(C)O
- M (g/mol) = 938.88
- HOMO-LUMO gap (hartree) = 0.3013
- maximum force (hartree/bohr) = 0.0159

(4)
# C36H68INO10

A cluster of 10 separate species, C36H68INO10 in total (ωB97M-V with the def2-TZVPD basis set, OMol25).

```
116
C36H68INO10 ωB97M-V with the def2-TZVPD basis set
H 4.9825 1.5517 -1.8693
H -8.6671 -3.9015 5.0681
H -1.8173 -3.8432 -3.3563
H -6.4318 -1.3317 3.3392
H -0.3703 3.1857 -0.6902
C -7.9349 -3.3972 5.7055
H 5.9359 5.9027 3.8464
H 7.2248 4.2626 -1.9295
H 5.9247 7.7683 1.9293
C -1.8059 -3.0526 -5.3389
H -0.9284 3.0357 -2.3305
H -6.8247 3.7886 -3.2128
H 11.2956 -0.4828 0.2487
H -8.4292 0.3102 -1.3460
C 4.8760 -0.3782 -0.9551
C -1.1621 -3.2472 -3.9876
H -11.8069 -7.4824 3.5079
C 1.1415 -0.3599 1.1317
H -12.1754 -5.8122 3.9817
H 5.8418 1.4178 -0.3134
O -9.8860 -5.5668 4.9704
C 1.1074 0.9514 -0.9360
H -7.5832 0.0640 -2.8858
C 6.0208 -1.0821 -1.6424
C -3.2894 -2.7190 3.0377
H -8.4428 -2.6343 6.2994
H 4.2547 5.4868 3.4516
C -2.0766 -3.0521 2.2077
C 4.9488 1.1241 -0.8662
H 5.5053 7.2233 0.2931
O -0.9600 -2.7303 2.5443
H -9.7091 -8.6303 4.7035
H -8.8307 -7.6426 5.8876
H 1.4648 0.0082 -1.3726
H -0.2074 -3.7647 -4.0946
H 13.3388 0.9462 1.2153
O 1.8302 2.1360 -4.0606
C -1.0290 -2.2392 -6.3471
C 11.5856 1.6385 0.1925
C -9.8144 -7.8832 5.4915
C -0.9393 2.5324 -1.3601
O 11.4471 2.4485 -0.6969
H 5.5229 4.2498 3.3481
H 1.6489 1.7112 1.1051
I -3.9020 -0.0446 -1.5188
H 9.9730 0.4345 -0.4994
H 6.1041 -0.7399 -2.6750
C 5.2990 5.3027 3.1945
C 5.2881 7.0968 1.3511
C 8.3987 2.4778 -1.7850
C -7.2771 2.8305 -3.4598
C -8.2470 0.7302 -2.3323
H -3.8050 -3.6286 3.3421
H -0.0677 -2.7133 -6.5505
C -3.3723 1.9812 -1.9207
H -10.4310 -8.2954 6.2916
C 5.5485 5.6646 1.7506
C 7.8980 3.7794 -1.2192
C -7.2973 -1.7115 3.8779
H -2.8986 2.0554 -2.8978
C -2.3226 -3.8100 0.9231
H 9.4730 1.5340 -3.3683
H 1.6820 -1.2243 0.7482
H -2.6712 3.6105 -0.7795
H 4.0685 1.4997 -0.3533
H -0.9961 0.3568 -1.0438
H -2.5163 2.0845 0.0983
H 6.9550 -0.8708 -1.1218
H -8.0011 -2.1436 3.1649
H 8.7425 4.4406 -1.0157
H 4.2435 7.3528 1.5346
C -10.4537 -6.6346 4.9374
C -11.8320 -6.7791 4.3416
C 9.1723 2.5376 -3.0754
O -5.6910 -3.0730 4.9793
O -7.3706 2.5644 -1.1005
H 10.0633 3.1500 -2.9388
O -2.8878 -3.5219 -5.6008
H 0.4896 -0.5257 1.9843
H -0.7203 1.1734 -3.6750
H -4.2889 2.5634 -1.9483
C -6.8564 -2.7624 4.8710
H -2.7957 -4.7705 1.1324
H 10.1652 0.4486 1.2622
H -1.3754 -3.9838 0.4168
H 8.5509 2.9693 -3.8626
C -0.3321 1.1152 -1.4513
H -3.9759 -2.0970 2.4603
H -7.7827 -0.8848 4.3986
H 7.3601 3.5957 -0.2968
H -7.4898 -4.1314 6.3731
H -0.9957 -2.2784 -3.5126
C 0.0391 0.8972 -2.9480
H -1.5961 -2.1720 -7.2725
C -7.6092 2.0895 -2.1860
H -0.8528 -1.2333 -5.9616
O 5.9386 4.8462 0.9513
H 5.8358 -2.1546 -1.6338
O 8.1859 1.4244 -1.2224
H -2.9718 -3.2224 0.2723
C 1.3115 0.8463 0.5293
H -12.5288 -7.1475 5.0959
H 1.7075 2.9134 -1.4301
H -6.5754 2.2477 -4.0595
N 1.8451 1.9573 -1.7366
H -2.9843 -2.1768 3.9286
C -2.3954 2.5554 -0.8758
H 0.2864 -0.1606 -3.0761
H -8.1839 3.0054 -4.0406
C 12.6621 1.8017 1.2392
C 10.6955 0.4276 0.3086
H 13.2281 2.7092 1.0415
O 3.9422 -1.0015 -0.4979
H 12.2113 1.8701 2.2303
C 1.3355 1.7423 -3.0414
H -9.1959 0.8156 -2.8647
```

## Properties
- calculated total energy (eV) = -68498.071
- relative energy (zero: lowest compared OMol25 entry of this formula, charge and spin) (kcal/mol) = 11.9
- multiplicity = 1
- charge = 0
- structure (SMILES) = C=C[C@@H]1NC(=O)C[C@@H]1CCCI.CC(C)=O.CC(C)=O.CC(C)=O.CC(C)=O.CC(C)=O.CC(C)=O.CC(C)=O.CC(C)=O.CC(C)=O
- M (g/mol) = 801.84
- HOMO-LUMO gap (hartree) = 0.3104
- maximum force (hartree/bohr) = 0.0319

What is the formula in the third record? C36H68F13O10P